No. 1
Here is a molecular structure, C20H39N7O2S3Se2Tc at a distorted geometry from the OMol25 dataset. Energies are from ωB97M-V with the def2-TZVPD basis set.

## Properties
- Spin multiplicity: 2
- Total charge: +2
- Expectation value of S²: 0.7693
- ΔE to the lowest compared entry with this formula, charge and spin: 123.3 kJ/mol
- HOMO energy (spin up / spin down): -0.43367 / -0.44134 hartree
- Frontier orbital gap (spin up / spin down): 6.31 / 6.58 eV

Each line ends with the Mulliken spin population.
Positions of all 74 atoms, in Å:
Tc: 0.3303 -0.2840 0.1856  0.94
C: 0.6791 5.1366 -1.1324  0.00
S: 0.2983 4.1643 -2.5963  0.00
C: 0.7795 2.5738 -2.0838  0.00
S: -1.4677 1.0413 -0.4020  0.06
N: 1.4316 2.4359 -0.9961  0.01
N: 1.7266 1.1432 -0.5596  0.01
C: 2.9918 0.9095 -0.4232  -0.04
C: 3.3647 -0.3455 0.1992  0.01
C: 4.6871 -0.7643 0.3149  0.00
C: 4.9477 -1.9908 0.8930  -0.01
C: 3.8776 -2.7591 1.3401  0.00
C: 2.5906 -2.2767 1.2015  0.00
N: 2.3251 -1.0868 0.6405  0.01
H: 0.3469 6.1455 -1.3657  0.00
H: 1.7460 5.1356 -0.9307  0.00
H: 0.1335 4.7532 -0.2749  0.00
H: 3.7264 1.6518 -0.7082  0.00
H: 5.4838 -0.1286 -0.0415  0.00
H: 5.9619 -2.3450 0.9987  0.00
H: 4.0342 -3.7181 1.8113  0.00
H: 1.7300 -2.8242 1.5618  0.00
O: -3.7656 2.8694 -4.7860  0.00
C: -3.4687 1.5653 -5.2152  0.00
C: -2.5673 0.8952 -4.1480  0.00
C: -2.1957 -0.4923 -4.6732  0.00
O: -0.9458 -0.5585 -5.3736  0.00
C: -1.3909 1.8625 -3.9650  0.01
Se: 0.3629 1.1937 -3.3724  0.00
C: -3.4464 0.7298 -2.8944  0.00
Se: -2.8105 -0.3922 -1.4359  0.01
H: -4.3653 3.2909 -5.4090  0.00
H: -2.9421 1.5787 -6.1828  0.00
H: -4.3799 0.9664 -5.3389  0.00
H: -2.9879 -0.8887 -5.3147  0.00
H: -2.0744 -1.1768 -3.8339  0.00
H: -0.9634 -0.0250 -6.1777  0.00
H: -1.6671 2.6184 -3.2335  0.00
H: -1.1944 2.3827 -4.9008  0.00
H: -4.3823 0.2429 -3.1876  0.00
H: -3.7143 1.7047 -2.4892  0.00
C: -5.2413 -0.5704 3.3005  0.00
C: -4.0746 0.1642 2.6712  0.00
N: -3.0721 -0.7450 2.1115  0.00
C: -1.8731 -1.1027 2.5304  -0.02
S: -0.8843 -2.0097 1.3811  0.05
N: -1.3658 -0.8731 3.7277  0.00
C: -1.9637 -0.2710 4.9207  0.00
C: -1.5799 1.1855 5.0978  0.00
H: -5.9680 0.1448 3.6817  0.00
H: -4.9242 -1.2084 4.1252  0.00
H: -5.7445 -1.2013 2.5686  0.00
H: -3.5879 0.8473 3.3647  0.00
H: -4.4061 0.7757 1.8288  0.00
H: -3.2692 -1.0658 1.1726  0.00
H: -0.4127 -1.1923 3.8171  0.00
H: -1.6111 -0.8686 5.7632  0.00
H: -3.0430 -0.4156 4.8794  0.00
H: -0.5001 1.2964 5.1900  0.00
H: -2.0332 1.5819 6.0044  0.00
H: -1.9068 1.7959 4.2565  0.00
N: 0.9125 -2.4902 -4.4815  0.00
C: 0.4461 -3.4673 -3.4275  0.00
C: -0.1090 -2.7707 -2.1917  0.00
N: 0.7395 -1.7255 -1.6560  0.00
H: 1.1675 -2.9874 -5.3374  0.00
H: 1.7461 -1.9911 -4.1671  0.00
H: 0.2047 -1.7591 -4.7669  0.00
H: 1.3125 -4.0862 -3.1900  0.00
H: -0.3046 -4.0999 -3.9004  0.00
H: -0.2442 -3.5449 -1.4314  0.00
H: -1.0939 -2.3441 -2.3716  0.00
H: 0.7919 -0.9083 -2.2650  -0.01
H: 1.6722 -2.0529 -1.4276  0.00

Atomic forces in eV per Å
0.500 -0.541 -0.311
0.004 0.020 0.006
0.062 -0.029 0.020
-0.071 0.321 0.097
-0.181 -0.247 -0.184
-0.058 -0.419 -0.155
0.274 0.126 -0.093
-0.340 -0.034 0.162
-0.006 0.025 -0.130
-0.099 -0.030 0.062
-0.078 -0.017 0.015
0.001 -0.002 0.035
0.086 0.092 0.022
-0.162 -0.113 0.032
-0.011 0.025 0.009
0.021 -0.021 -0.025
-0.018 -0.010 0.013
0.040 0.021 -0.014
0.043 0.042 -0.026
0.060 -0.016 0.016
0.029 -0.038 -0.003
0.010 -0.052 0.010
-0.002 0.091 0.063
0.053 -0.189 -0.007
-0.243 -0.053 -0.162
0.001 -0.133 -0.091
0.260 -0.046 -0.068
0.056 0.153 0.098
0.068 -0.003 -0.050
-0.266 0.036 -0.023
0.027 0.237 0.213
-0.012 0.031 0.000
0.014 -0.020 0.037
0.051 -0.002 0.002
-0.038 0.040 0.036
-0.011 0.060 -0.034
-0.041 -0.061 0.016
0.014 -0.040 -0.043
0.034 -0.025 0.029
0.029 0.045 -0.004
0.031 -0.043 -0.003
-0.078 -0.003 0.025
0.113 0.197 -0.054
0.062 -0.117 0.015
-0.220 -0.096 -0.368
0.184 0.105 -0.009
0.207 0.051 -0.001
-0.144 -0.179 0.114
0.007 0.052 0.040
-0.028 0.022 0.014
0.021 -0.005 0.021
0.003 -0.012 -0.024
-0.086 -0.056 -0.055
-0.046 -0.029 0.061
-0.006 0.038 0.030
-0.050 -0.019 0.030
-0.011 0.079 -0.003
0.140 0.039 0.044
0.034 -0.017 0.003
-0.017 0.012 0.033
-0.016 0.012 -0.035
-0.156 0.269 -0.210
0.054 0.042 -0.176
-0.225 -0.325 0.171
0.192 0.951 0.768
0.023 -0.008 0.059
-0.048 0.037 -0.011
0.045 -0.214 0.109
-0.025 0.028 0.001
-0.018 0.028 0.104
-0.055 0.058 -0.038
0.007 0.031 -0.053
-0.029 -0.090 -0.132
0.038 -0.059 -0.038

---

No. 2
Here is a molecular structure, C20H39NO4RhS2Si2 at a distorted geometry from the OMol25 dataset. Energies are from ωB97M-V with the def2-TZVPD basis set.

## Properties
- Total charge: +1
- ΔE to the lowest compared entry with this formula, charge and spin: 417.5 kJ/mol
- HOMO energy (spin up / spin down): -0.38490 / -0.39244 hartree
- Frontier orbital gap (spin up / spin down): 5.19 / 5.96 eV

Each line ends with the natural charge from an NBO analysis.
Positions of all 69 atoms, in Å:
Rh: -0.7153 0.2388 0.2024  0.83
C: -0.0166 2.8121 -2.1687  -0.27
O: 0.4856 2.0543 -1.0791  -0.57
C: 1.8872 1.9178 -1.2027  -0.09
C: 2.4031 1.0800 -0.0343  -0.10
O: 1.6896 -0.1359 0.1045  -0.56
C: 2.1117 -1.1635 -0.7850  -0.10
C: 0.9059 -2.0613 -1.0869  -0.09
O: -0.1964 -1.3029 -1.5438  -0.59
C: -0.1229 -0.9634 -2.9169  -0.26
H: 0.5000 3.7760 -2.2247  0.19
H: -1.0789 2.9783 -2.0079  0.24
H: 0.1365 2.2755 -3.1112  0.17
H: 2.3638 2.9094 -1.1820  0.21
H: 2.1301 1.4493 -2.1698  0.18
H: 2.2123 1.6280 0.8871  0.22
H: 3.4786 0.8906 -0.1444  0.21
H: 2.9119 -1.7461 -0.3094  0.21
H: 2.5018 -0.7256 -1.7112  0.19
H: 0.5711 -2.5462 -0.1659  0.21
H: 1.1784 -2.8248 -1.8277  0.20
H: -0.1651 -1.8687 -3.5303  0.19
H: 0.7916 -0.4127 -3.1587  0.17
H: -0.9964 -0.3512 -3.1344  0.22
C: 1.1036 -3.1585 2.4360  -1.11
Si: 0.8948 -1.4876 3.3498  1.64
C: 2.5554 -0.5580 3.2820  -1.11
C: 0.4932 -1.9355 5.1704  -1.08
C: -0.5178 -0.5391 2.4753  -0.83
C: -1.6565 -1.3872 2.1756  0.17
C: -2.3664 -2.1890 3.0827  -0.27
C: -3.3799 -2.9987 2.6167  -0.12
C: -3.6817 -3.0214 1.2577  -0.26
C: -2.9722 -2.1783 0.4233  0.08
N: -2.0100 -1.3939 0.8842  -0.43
Si: -0.9112 1.3131 2.7754  1.59
C: -2.5098 1.9736 1.9390  -1.11
C: 0.4824 2.6028 2.5156  -1.10
C: -1.3346 1.3642 4.6551  -1.09
H: 1.3718 -3.9468 3.1324  0.25
H: 1.8922 -3.1071 1.6942  0.23
H: 0.1848 -3.4577 1.9417  0.23
H: 3.3791 -1.2581 3.3976  0.25
H: 2.6520 0.1812 4.0700  0.25
H: 2.6896 -0.0597 2.3319  0.24
H: 1.3524 -2.4180 5.6272  0.26
H: -0.3285 -2.6402 5.2394  0.23
H: 0.2466 -1.0727 5.7775  0.25
H: -2.1399 -2.1480 4.1333  0.24
H: -3.9430 -3.6143 3.3026  0.24
H: -4.4507 -3.6731 0.8748  0.24
H: -3.1671 -2.1324 -0.6395  0.23
H: -2.2701 2.5299 1.0361  0.24
H: -3.0160 2.6580 2.6126  0.25
H: -3.2101 1.1764 1.7004  0.23
H: 0.5160 2.9599 1.4915  0.24
H: 1.4557 2.2154 2.7903  0.23
H: 0.2968 3.4635 3.1494  0.26
H: -2.0999 0.6389 4.9098  0.23
H: -1.7061 2.3450 4.9348  0.24
H: -0.4634 1.1604 5.2656  0.23
C: -6.0681 2.2917 -0.4276  -0.27
O: -4.9843 1.3900 -0.5932  -0.48
C: -3.8325 1.8848 -0.9882  0.02
S: -3.5261 3.4944 -1.2661  -0.07
S: -2.5658 0.7812 -1.2867  -0.08
H: -6.9129 1.6889 -0.1115  0.21
H: -6.2982 2.7992 -1.3670  0.21
H: -5.8235 3.0436 0.3263  0.21

Atomic forces in eV per Å
-0.021 -1.303 0.213
-0.444 0.338 -0.332
0.138 -0.366 0.584
0.425 -0.431 0.212
-0.064 0.807 -0.168
-0.794 -0.255 0.160
-0.275 -0.554 -0.370
0.329 0.114 0.221
0.168 -0.375 -0.768
-0.118 -0.139 -0.347
-0.009 -0.074 0.070
0.133 -0.014 -0.015
0.001 -0.022 0.047
-0.016 -0.194 0.027
-0.060 0.076 0.102
0.202 -0.034 -0.023
-0.168 0.019 0.071
-0.100 0.065 -0.094
-0.037 -0.021 0.132
0.088 -0.010 -0.109
0.015 0.040 0.179
0.047 0.033 -0.001
-0.054 0.049 0.025
0.127 0.021 -0.059
-0.137 0.695 0.332
1.188 -0.726 -0.145
-0.690 -0.191 0.125
-0.256 0.450 -0.753
-0.304 2.074 -1.209
-1.223 -0.914 0.455
0.215 0.266 -0.151
-0.078 0.004 -0.219
0.262 0.140 0.187
-0.326 -0.404 -0.598
1.596 1.547 0.293
-1.008 0.776 1.351
0.721 -0.361 0.328
-0.413 -0.821 -0.115
0.355 0.004 -0.803
0.045 -0.098 0.171
0.181 0.053 -0.206
-0.195 -0.131 -0.091
0.032 -0.205 0.074
-0.037 0.174 0.177
0.003 0.093 -0.221
0.302 -0.044 -0.144
-0.153 -0.130 -0.024
-0.069 0.215 0.105
0.126 0.002 0.162
-0.008 -0.041 0.075
-0.047 0.067 -0.136
-0.021 0.093 -0.001
-0.039 -0.014 -0.058
0.003 0.140 0.283
-0.090 -0.084 -0.077
0.013 0.032 -0.229
0.288 -0.102 0.094
-0.229 0.088 0.197
-0.193 -0.205 0.017
-0.066 0.224 -0.005
0.258 -0.075 0.208
-0.528 0.472 0.109
0.493 -0.624 -0.118
-0.035 2.290 0.214
-0.555 -0.454 0.028
0.981 -1.842 0.529
0.035 -0.062 0.028
0.098 -0.068 0.067
-0.007 -0.077 -0.065

---

No. 3
Here is a molecular structure, C20H40AgO9Ti at a distorted geometry from the OMol25 dataset. Energies are from ωB97M-V with the def2-TZVPD basis set.

## Properties
- Spin multiplicity: 5
- Total charge: +1
- Expectation value of S²: 6.0144
- HOMO energy (spin up / spin down): -0.30038 / -0.41324 hartree
- Frontier orbital gap (spin up / spin down): 4.94 / 5.18 eV

Each line ends with the Mulliken spin population.
Positions of all 71 atoms, in Å:
Ti: -0.0944 -0.8941 2.9234  3.03
Ag: -2.6818 1.1679 1.7139  0.04
C: -3.1310 -3.3911 1.0984  0.02
C: -2.4262 -2.1549 0.9416  0.04
O: -2.4666 -1.2174 1.9649  0.17
H: -2.9104 -3.8403 2.0667  0.00
H: -2.8688 -4.0967 0.3100  0.00
H: -4.1813 -3.1295 0.9698  0.00
H: -2.5852 -1.7355 -0.0519  -0.07
H: -1.3707 -2.4133 0.8567  0.02
C: 0.4808 0.1623 -0.8176  0.15
C: 0.5365 1.3016 0.2644  -0.08
O: -0.3995 1.2284 1.2694  0.71
H: 0.9486 -0.7211 -0.3830  -0.02
H: 1.0016 0.2994 -1.7652  0.01
H: -0.5434 -0.1454 -1.0286  -0.04
H: 0.5153 2.2389 -0.2916  0.03
H: 1.5237 1.2811 0.7261  0.05
C: 0.9348 5.6174 -1.9653  0.00
C: 1.1008 5.0534 -0.5345  0.00
C: 2.4998 4.6267 -0.2617  0.00
O: 2.9449 5.4046 0.7585  0.00
C: 1.9957 6.2743 1.1871  0.00
O: 2.1241 7.1234 2.0752  0.00
O: 0.9015 6.1279 0.3465  0.00
H: 1.5405 5.1687 -2.7526  0.00
H: 1.1981 6.6749 -1.9425  0.00
H: -0.1181 5.5363 -2.2354  0.00
H: 0.3274 4.2878 -0.4732  0.00
H: 3.1269 4.5863 -1.1522  0.00
H: 2.5812 3.5613 -0.0463  0.00
C: -0.5185 -4.7200 -3.1339  0.00
C: -1.9182 -4.4281 -2.6150  0.00
O: -2.6473 -5.2837 -2.0750  0.00
C: -2.2515 -3.0040 -2.6648  0.00
H: -0.4911 -4.1793 -4.0799  0.00
H: -0.2790 -5.7632 -3.3400  0.00
H: 0.1673 -4.2176 -2.4518  0.00
H: -1.4928 -2.2988 -2.3256  0.00
H: -3.1242 -2.8625 -2.0271  0.00
H: -2.6903 -2.7063 -3.6172  0.00
C: -2.6163 0.8107 -3.0526  0.00
C: -3.4177 0.6908 -1.7737  0.00
O: -3.0934 1.2537 -0.7452  0.00
C: -4.6910 -0.0623 -1.7888  0.00
H: -1.5499 0.6431 -2.9014  0.00
H: -2.7276 1.8505 -3.3601  0.00
H: -2.9874 0.2230 -3.8922  0.00
H: -4.6493 -0.7523 -2.6316  0.00
H: -5.3725 0.7441 -2.0597  0.00
H: -4.9960 -0.5780 -0.8782  0.00
C: 3.4944 2.2938 2.9912  0.00
C: 2.7018 1.1846 3.6097  -0.01
O: 2.1569 0.2914 3.0200  0.01
C: 2.6446 1.2720 5.1204  0.01
H: 2.9290 3.0931 3.4703  0.00
H: 3.3539 2.3445 1.9115  0.00
H: 4.5048 2.1983 3.3889  0.00
H: 3.5274 0.7193 5.4418  0.00
H: 1.7384 0.7874 5.4838  0.00
H: 2.8366 2.3070 5.4031  0.00
C: 1.3923 -4.7595 0.7364  0.00
C: 1.8077 -3.3697 1.2539  -0.01
O: 1.1734 -2.7444 2.1199  -0.06
C: 2.9330 -2.6959 0.5259  0.00
H: 1.3712 -4.5766 -0.3380  0.00
H: 0.3995 -4.9617 1.1382  0.00
H: 2.1913 -5.3886 1.1288  0.00
H: 3.8437 -2.7898 1.1174  0.00
H: 2.7860 -1.6233 0.6524  0.01
H: 3.0561 -2.9247 -0.5327  0.00

Atomic forces in eV per Å
-0.507 -0.106 -0.940
0.084 -1.224 -0.432
-1.914 -1.316 0.367
3.538 1.894 -0.922
0.227 1.481 1.170
-0.332 -0.063 0.031
0.024 -0.011 -0.044
-0.409 -0.673 0.453
-0.673 0.462 -0.249
0.853 -0.402 -0.308
-0.149 -1.077 1.218
0.152 0.299 -1.993
0.405 -0.538 0.359
-0.040 -0.178 0.094
0.041 0.820 0.209
-0.117 0.340 0.055
-0.512 0.306 0.157
0.203 -0.375 0.399
-0.406 0.353 0.207
-0.529 0.674 -2.698
0.241 -2.765 -1.510
1.072 1.246 2.057
-0.219 2.627 1.087
-0.542 -3.298 -3.038
0.236 0.468 2.094
0.016 -0.399 0.261
-0.004 0.030 -0.029
0.053 0.159 -0.222
0.127 -0.044 0.906
0.287 1.266 -0.089
-0.339 -0.255 0.953
-0.885 0.135 -0.609
-0.035 -3.257 1.737
1.578 2.145 -1.546
-2.170 1.345 0.504
0.448 0.059 -0.151
-0.105 0.087 0.466
0.230 -0.200 -0.035
0.299 -0.243 -0.328
0.043 -0.014 0.400
0.620 -0.038 -0.476
-0.242 0.527 -0.081
0.198 -0.584 0.762
0.882 0.480 0.140
0.003 -0.356 -1.233
-0.119 -0.060 0.140
0.137 0.195 -0.034
0.002 -0.209 0.299
-0.414 -0.141 0.104
-0.661 -0.193 0.050
0.235 0.398 0.062
-1.317 -0.599 0.205
0.636 0.447 1.465
-1.337 -1.238 -1.320
0.466 -0.075 -0.826
0.722 0.881 -0.309
0.557 -0.084 0.105
0.081 0.514 -0.345
-0.012 -0.243 0.291
0.133 0.313 0.221
-0.511 -0.165 0.453
0.126 2.332 1.265
-1.468 0.578 -0.058
0.585 -0.729 -0.743
0.132 1.093 0.782
0.168 -0.870 -0.068
0.225 -0.426 -0.069
-0.225 -0.638 -0.593
0.315 -0.665 -0.275
-0.294 0.164 -0.257
0.106 -0.368 0.300